(P)
Entry from OMol25: C2H5NOS in the gas phase (ωB97M-V/def2-TZVPD).

Its SMILES is CC(=O)NS. Its HOMO energy is -9.475 eV. Its spin multiplicity is 1. The calculation puts the orbital gap at 10.04 eV. For the LUMO energy, the calculation gives 0.57 eV. Its charge is 0.

CARTESIAN COORDINATES (ANGSTROEM)
S  -1.7621  -0.0223  -0.0531
O  2.0547  -0.8471  0.0601
N  -0.1799  -0.7574  -0.0392
C  0.9674  1.4509  -0.0924
C  1.0608  -0.1212  0.0066
H  -1.5781  0.4642  1.1996
H  1.6274  2.1171  -0.7256
H  -0.1055  -1.7752  -0.1639
H  1.0387  1.9474  0.9628
H  -0.1356  1.7036  -0.1152

(Q)
Entry from OMol25: C2H5NOS in the gas phase (ωB97M-V/def2-TZVPD).

Its SMILES is CONC=S. Its HOMO energy is -8.619 eV. Its spin multiplicity is 1. The calculation puts the orbital gap at 9.11 eV. For the LUMO energy, the calculation gives 0.49 eV. Its charge is 0.

CARTESIAN COORDINATES (ANGSTROEM)
S  -3.0725  0.0353  -0.1669
O  0.7591  -0.7483  -0.1010
N  -0.5458  -0.6277  -0.3962
C  -1.5575  -0.3802  0.4659
C  1.4877  0.4697  -0.0641
H  -0.7410  -0.4006  -1.3752
H  0.7977  1.2119  0.4148
H  -1.2485  -0.4532  1.5172
H  2.2155  0.0914  0.7587
H  1.9053  0.8019  -1.0533

Winner for stability: (P)

(P)
Entry from OMol25: 13 unconnected molecules or ions with the total composition C52H143N13O13 (ωB97M-V/def2-TZVPD).

Its expectation value of S² is 0.751. Its HOMO energy (spin up / spin down) is 0.361 / -7.045 eV. Its spin multiplicity is 2. The calculation puts the orbital gap (spin up / spin down) at 1.51 / 8.91 eV. For the LUMO energy (spin up / spin down), the calculation gives 1.87 / 1.86 eV. Its charge is -1.

CARTESIAN COORDINATES (ANGSTROEM)
O  -0.5360  -0.9714  -6.5197
O  -4.4322  -3.4208  1.8324
O  -3.7815  2.5710  -5.2390
O  3.8130  -2.0173  3.8391
O  2.5510  -1.1499  7.9809
O  3.6247  4.1946  -4.0078
O  -1.0725  4.9565  0.5566
O  3.3277  4.2664  1.4759
O  0.7130  0.0257  1.7218
O  -2.1704  3.2062  5.9685
O  -3.1254  -3.1304  -4.0449
O  4.2405  -4.2369  -6.3283
O  0.3801  -4.9791  0.6149
N  1.6002  -2.8709  -2.2413
N  4.7644  7.5065  2.7220
N  1.2083  -2.4902  10.0193
N  3.3750  1.3522  -2.6455
N  1.6266  -0.2715  -0.9768
N  -7.3805  2.9659  -4.4938
N  -3.3186  3.4282  -0.7483
N  -2.5946  -6.5410  -5.5855
N  -5.4092  -6.3837  3.9473
N  6.1133  0.5883  2.3632
N  -4.4398  3.7809  8.8523
N  -3.1403  -0.7313  -9.0162
N  3.8004  -1.8168  -3.6522
C  -4.7134  -5.5322  -4.9601
C  3.7243  -2.2630  -5.0628
C  -4.9919  2.5455  -4.4587
C  3.9097  6.7066  1.9783
C  -6.1060  3.3274  -5.0721
C  -3.1952  -2.7656  1.4988
C  3.2002  -2.6263  2.7403
C  4.5873  -5.5687  -6.3987
C  -0.4684  -1.4273  -5.1708
C  -6.7957  -4.3227  3.7599
C  5.7049  -0.7521  2.6734
C  -0.3529  0.4409  -2.0204
C  0.0996  -0.1270  3.0185
C  4.1238  6.9535  0.4553
C  3.4287  4.8899  -5.2318
C  1.6474  -0.7385  11.6178
C  1.0397  -3.9878  -1.4860
C  4.1212  5.1474  2.3289
C  -2.6945  1.9818  -4.5272
C  4.3119  3.1807  -1.4895
C  -2.9491  -2.4935  -2.7704
C  3.1041  2.9417  1.9780
C  2.5619  3.5463  -3.4153
C  4.4502  -0.7215  3.6739
C  -3.7856  2.3723  1.4019
C  -1.6194  3.6925  1.0129
C  -4.3598  -4.4014  2.8729
C  -1.8063  -1.1266  -7.0054
C  -3.1563  3.5933  0.7043
C  1.3833  -1.0555  10.1200
C  4.3923  -1.2282  -5.9225
C  -3.2006  -5.2592  -5.2609
C  2.9679  2.6586  -2.1703
C  -1.4675  0.9097  -8.4892
C  1.2843  -4.0122  -0.0001
C  -2.5481  5.1116  8.3578
C  -5.9929  4.8143  -4.9999
C  2.6197  -0.6638  9.3422
C  6.9202  -1.6046  3.0804
C  -2.9448  2.8950  7.0992
C  -1.4478  2.1213  5.4463
C  0.5962  -5.0845  2.0607
C  -0.2217  -0.0493  0.6366
C  -3.5453  4.1463  7.7974
C  0.3310  4.9451  0.6285
C  -2.5768  -4.4851  -4.0524
C  4.3975  -3.5962  -5.0607
C  1.4951  -0.6100  7.1544
C  1.4472  -5.2987  -2.1445
C  -1.8035  -0.5691  -8.3885
C  -5.6826  -5.2273  3.1248
C  0.4524  0.4791  -0.6801
H  -6.0991  5.1863  -3.9809
H  -5.1970  -6.1787  -5.6924
H  0.3114  -4.1559  2.5554
H  2.6832  5.6702  -5.0792
H  4.2529  4.2374  -1.2285
H  3.4851  -1.1504  9.7921
H  2.1690  2.6164  -1.4301
H  1.5659  -5.5201  2.3020
H  4.8273  -0.4554  4.6614
H  6.5665  1.0175  3.1572
H  -2.1516  1.4367  -7.8240
H  -1.2438  1.0558  -1.8934
H  -4.5812  -6.8703  3.6347
H  -6.1645  2.9464  -6.0917
H  -1.4873  -4.4502  -4.0520
H  -1.8031  5.3190  7.5896
H  -2.7882  -7.1373  -4.7937
H  -0.0383  -3.8969  -1.6194
H  0.9400  -2.5521  -2.9359
H  -1.9309  -2.6973  -2.4390
H  2.0504  2.9219  -4.1478
H  -3.3044  -1.9498  0.7842
H  -0.9673  2.4805  4.5362
H  3.7661  0.0884  3.4204
H  5.7504  7.3808  2.5429
H  -1.5372  3.6364  2.0984
H  -0.6191  -0.5577  -2.3670
H  2.3242  -4.1622  0.2899
H  -2.0870  1.2555  5.2736
H  -1.5294  1.2886  -9.5093
H  3.9939  4.9228  3.3879
H  5.4655  -3.3971  -4.9717
H  -2.0292  4.6142  9.1772
H  0.8467  -1.0538  12.2868
H  4.3949  -5.8526  -7.4334
H  0.7725  4.1283  0.0576
H  -3.0767  -4.5508  -6.0799
H  -1.8431  2.0026  -5.2076
H  -1.1293  2.8178  0.5853
H  -2.8702  0.9219  -4.3434
H  1.7736  0.3322  11.7784
H  -2.5717  -0.6585  -6.3864
H  7.3550  -1.2592  4.0183
H  3.7410  -0.3789  -6.1292
H  -6.3691  -3.7087  4.5531
H  -2.9006  6.0686  8.7423
H  2.4325  -5.6140  -1.8014
H  -5.3003  1.5068  -4.3404
H  0.7064  4.7002  1.6221
H  -2.9482  -0.6505  -10.0045
H  -1.3707  -1.0332  -4.7031
H  1.0753  -2.9859  0.3018
H  4.7822  -1.7025  -6.8231
H  -4.7999  -6.1372  -4.0576
H  -7.6757  -4.8559  4.1196
H  -4.7240  4.6911  9.1852
H  0.7066  -6.0742  -1.9485
H  0.9518  -0.0587  3.6946
H  -3.0627  4.2674  -1.2487
H  2.1506  0.3220  -1.6040
H  5.2919  -0.7553  -5.5288
H  5.2252  -1.0436  1.7390
H  4.7539  7.4423  3.7299
H  -5.3431  -4.6479  -4.8618
H  4.0735  -6.2699  -5.7412
H  2.5914  0.4231  9.4197
H  -8.1160  3.5483  -4.8679
H  -3.6633  -2.9031  -2.0561
H  1.5431  -2.1007  -1.5904
H  6.9436  0.5823  1.7882
H  3.7159  7.9409  0.2391
H  3.3935  -0.9000  -3.5340
H  1.0983  -2.7851  9.0596
H  -2.4396  2.5227  -3.6159
H  -3.0257  -1.4066  -2.7989
H  0.6966  1.5112  -0.4289
H  4.1744  1.1159  -2.0753
H  0.3949  -2.8687  10.4832
H  7.6593  -1.7973  2.3028
H  2.4233  2.3690  1.3482
H  -0.1294  -5.8498  2.3361
H  3.0893  4.1856  -5.9913
H  0.5734  -1.1518  7.3665
H  0.5248  -0.5062  9.7335
H  -3.4697  -4.9806  2.6274
H  -0.7940  1.8862  6.2861
H  -3.5262  4.5166  1.1502
H  -6.0823  -5.6243  2.1917
H  -4.3140  3.3549  -0.9027
H  5.1393  4.8464  2.0819
H  -4.1686  4.5609  7.0051
H  -4.8070  2.1113  1.1252
H  -7.1535  -3.6857  2.9510
H  3.4399  6.3792  -0.1696
H  5.0592  3.1579  -2.2826
H  1.8294  4.3309  -3.2257
H  4.0339  -4.2135  -4.2392
H  -3.7672  2.4796  2.4864
H  1.4937  0.4773  7.2315
H  -6.6475  5.3468  -5.6899
H  -1.0530  -1.1551  -8.9190
H  -1.0817  0.5972  0.8113
H  -0.3783  -2.5072  -5.0539
H  2.1160  -0.3496  -0.0968
H  -0.4593  1.0668  -8.1059
H  0.1605  0.9377  -2.8436
H  2.8826  7.0074  2.1849
H  -5.0295  5.1995  -5.3338
H  4.3539  5.4321  -5.4269
H  0.7916  5.8626  0.2623
H  4.6028  2.5828  -0.6257
H  -2.7071  -2.3336  2.3724
H  4.0551  2.4265  1.8427
H  -0.2602  -1.1405  3.1959
H  2.4939  -1.3342  11.9595
H  -5.1691  -5.9750  4.8392
H  5.1330  6.7621  0.0906
H  -0.6776  0.6016  3.2493
H  -5.3188  3.4661  8.4673
H  -2.3057  2.5307  7.9036
H  -1.6002  -6.4294  -5.7229
H  -2.8697  -5.0723  -3.1821
H  3.7286  1.5272  -3.5753
H  -0.6815  -1.0198  0.4496
H  0.4453  -1.0186  -4.7394
H  -7.6729  2.0231  -4.7074
H  2.4139  -1.9874  2.3382
H  2.5987  -3.5037  2.9780
H  6.4987  -2.5847  3.3039
H  2.7056  -2.4439  -5.4057
H  -2.5667  -3.5174  1.0213
H  -4.7777  3.0965  -3.5429
H  5.6734  -5.6599  -6.3964
H  -3.9995  -3.9626  3.8034
H  -3.6285  2.1070  6.7831
H  1.5048  -5.2061  -3.2291
H  -3.3480  -1.7106  -8.8827
H  -1.9724  -2.2035  -7.0327
H  -3.2786  1.4334  1.1794
H  3.1534  -2.4136  -3.1568
H  4.0142  -2.8233  2.0427
H  2.7877  3.0029  3.0192
H  1.7547  -0.6728  6.0977

(Q)
Entry from OMol25: 13 unconnected molecules or ions with the total composition C52H143N13O13 (ωB97M-V/def2-TZVPD).

Its expectation value of S² is 0.750. Its HOMO energy (spin up / spin down) is 0.720 / -6.921 eV. Its spin multiplicity is 2. The calculation puts the orbital gap (spin up / spin down) at 1.19 / 8.79 eV. For the LUMO energy (spin up / spin down), the calculation gives 1.91 / 1.87 eV. Its charge is -1.

CARTESIAN COORDINATES (ANGSTROEM)
O  30.7039  4.7567  -14.6888
O  22.9010  0.4885  -10.1432
O  29.3090  5.5174  -9.9132
O  20.8339  -3.2478  -6.2038
O  17.2378  -0.0855  -8.1436
O  21.2057  3.2613  -2.9914
O  24.2788  7.9099  -16.2447
O  25.4017  -1.0777  -5.5099
O  22.5055  -2.3648  -14.3417
O  29.4305  9.6049  -12.0577
O  26.5059  -4.7663  -11.3837
O  19.1712  -3.7486  -12.4377
O  25.4423  7.2518  -7.1833
N  20.2910  -3.8982  -16.7718
N  30.4135  2.0568  -13.6586
N  27.2758  3.4560  -9.3814
N  23.8576  -4.3811  -12.1502
N  20.2300  -6.2970  -8.4603
N  21.9150  4.6774  -5.2079
N  19.1757  -0.5573  -4.9846
N  24.3522  4.0106  -10.5283
N  27.3053  6.5248  -11.9495
N  25.7053  5.0688  -14.0914
N  23.2357  5.4466  -7.7582
N  19.8566  -7.3754  -12.4754
N  27.4439  -0.9813  -3.5077
C  29.9216  4.4481  -13.5193
C  23.9952  7.6803  -7.2059
C  30.3860  10.0883  -12.9213
C  25.8042  -0.8156  -1.6181
C  30.7050  5.8328  -9.9433
C  24.8629  9.1776  -16.4437
C  17.0797  0.4621  -5.1649
C  21.6290  7.2313  -8.1103
C  21.3535  -3.9313  -15.9121
C  26.4398  8.1742  -6.7277
C  21.5146  3.3257  -5.4568
C  20.6712  -4.6553  -6.5828
C  23.0432  6.8241  -8.1507
C  31.1959  6.0521  -14.8572
C  22.5239  -1.0423  -13.7846
C  19.2596  -6.0620  -12.8347
C  20.5997  2.9032  -4.2301
C  21.5399  0.4139  -9.7917
C  18.4107  0.0787  -7.2877
C  21.2275  2.2050  -2.0586
C  26.0446  -1.2682  -3.0989
C  22.9002  2.4938  -5.5071
C  22.5960  -4.3293  -16.7107
C  27.8335  8.1124  -10.1730
C  28.3571  2.4934  -12.5969
C  21.5144  -2.4970  -15.3194
C  29.3632  3.0194  -13.6584
C  19.9512  -4.9336  -12.0771
C  28.8527  8.3383  -12.5709
C  24.6575  -0.4883  -6.5220
C  20.2665  -4.8611  -8.0864
C  25.1516  -0.5140  -4.1811
C  24.5801  5.8663  -14.6591
C  24.4988  -3.5313  -11.1462
C  22.0942  -2.6687  -6.4926
C  26.8806  4.3244  -7.1410
C  23.5702  1.6641  -9.7737
C  23.5595  2.8158  -10.8464
C  17.4925  -0.3533  -9.5407
C  27.4347  4.7020  -8.5884
C  24.2126  2.2772  -12.1981
C  27.6410  7.9018  -11.6661
C  18.0861  -0.3746  -5.8728
C  25.2348  7.0824  -15.4622
C  23.4269  -2.9140  -10.3163
C  19.4685  -2.5806  -11.7697
C  17.7983  -6.1482  -12.4073
C  28.8662  5.2120  -8.6484
C  25.5134  -4.4416  -10.3651
C  27.4557  -5.7058  -11.0085
C  23.7862  6.2266  -13.3649
C  18.8590  -4.2609  -8.2561
H  20.3354  1.8463  -4.2654
H  18.8973  -3.1962  -8.0258
H  17.3477  -6.9071  -13.0469
H  21.0093  -0.2644  -10.4599
H  24.0957  5.1390  -15.3106
H  28.7957  2.5202  -11.5994
H  26.0335  6.7095  -16.1033
H  30.8694  6.7080  -9.3147
H  22.5444  3.1832  -10.9975
H  22.6574  1.4469  -5.3250
H  16.1393  0.3742  -5.7090
H  21.0671  1.3753  -9.9925
H  25.1067  -5.3729  -9.9708
H  27.3914  2.9948  -12.5320
H  25.8196  7.5967  -14.6996
H  30.8873  11.0310  -12.7020
H  27.9954  5.8528  -11.6458
H  31.1927  2.6994  -13.6670
H  29.9119  10.2900  -13.8818
H  21.3849  7.0246  -7.0683
H  23.6489  7.6910  -6.1724
H  25.1517  -2.8210  -11.6533
H  22.7364  -3.9201  -17.7112
H  21.6644  -1.8071  -16.1499
H  23.1208  2.1471  -8.9061
H  24.9243  -0.7369  -7.5492
H  30.5529  4.5864  -12.6416
H  17.4684  1.4802  -5.1884
H  30.3707  6.7474  -14.7034
H  19.6509  3.4219  -4.3667
H  24.5985  -4.6698  -12.7730
H  29.5343  4.5145  -8.1432
H  23.3338  7.0101  -9.1847
H  20.0745  -4.8545  -17.0139
H  28.5682  8.1780  -13.6108
H  27.6713  3.6070  -10.2984
H  19.8390  -1.2660  -5.2638
H  28.8363  7.8955  -9.8047
H  28.0257  -5.4353  -10.1196
H  22.9636  6.8433  -13.7269
H  19.3486  -2.7316  -10.6968
H  18.9088  -0.7193  -4.0241
H  21.3722  0.2338  -8.7299
H  27.2132  7.3611  -9.6843
H  23.5406  1.4596  -12.4589
H  24.8504  -1.0613  -1.1511
H  26.2242  4.5347  -14.7737
H  22.7681  -3.7096  -9.9685
H  23.6307  2.7813  -4.7508
H  19.1832  -6.0744  -13.9219
H  26.4541  6.2902  -11.4592
H  29.6427  7.6522  -12.2655
H  24.1140  5.2650  -7.2938
H  18.0294  -1.3002  -9.4847
H  26.4667  5.1847  -6.6150
H  22.5472  -2.1831  -5.6282
H  20.8320  6.8389  -8.7418
H  30.9765  6.1449  -10.9517
H  22.0916  4.6406  -4.2142
H  17.2114  -5.2340  -12.4959
H  26.4301  5.4953  -13.5321
H  23.9729  4.6107  -9.8099
H  26.0682  0.2415  -1.5856
H  16.8764  0.0973  -4.1582
H  20.8463  -7.3910  -12.6763
H  25.1587  0.5728  -4.2636
H  20.2462  -5.1623  -11.0530
H  24.0490  8.7070  -7.5680
H  19.7794  -6.4028  -9.3580
H  27.5131  0.0261  -3.5327
H  19.0570  0.9560  -7.3129
H  25.6886  9.0821  -17.1488
H  19.8342  -5.0224  -5.9889
H  27.5255  9.1281  -9.9250
H  25.1841  9.6139  -15.4979
H  26.3414  3.5557  -9.7517
H  21.5135  8.3148  -8.1392
H  21.4579  2.6137  -1.0748
H  19.8825  -7.5890  -11.4886
H  21.1023  5.2744  -5.1511
H  24.0087  9.7778  -16.7572
H  22.9172  -3.2480  -6.9111
H  28.7950  2.9760  -14.5876
H  26.0919  -3.8559  -9.6506
H  28.1565  -6.0465  -11.7707
H  18.2566  -4.6800  -7.4502
H  31.5335  6.2147  -15.8807
H  31.0449  9.2903  -13.2636
H  22.9450  -1.0730  -12.7796
H  24.6073  1.3649  -9.6222
H  20.9287  3.1297  -6.3548
H  19.2327  -0.5953  -7.5287
H  20.8803  -4.2868  -8.7803
H  25.2548  1.9984  -12.0431
H  22.5144  5.4063  -7.0524
H  24.3680  6.7410  -12.6001
H  27.4118  7.7701  -7.0108
H  24.7745  0.5953  -6.5331
H  24.1138  -0.7522  -3.9478
H  20.9329  -4.8204  -12.5369
H  25.9024  -2.3397  -3.2392
H  21.2038  -6.5291  -8.5946
H  28.9706  6.1213  -8.0565
H  18.8470  -1.7133  -11.9922
H  27.9213  1.5291  -12.8583
H  23.8859  -2.2794  -9.5581
H  21.2104  -4.6187  -15.0784
H  21.5764  -0.5099  -13.8679
H  26.7785  5.4329  -9.0609
H  20.4609  -3.3564  -17.6071
H  31.3259  4.9769  -9.6784
H  23.1740  -3.8513  -12.6718
H  20.3695  1.5334  -2.0900
H  26.9576  -6.6399  -10.7488
H  26.5410  8.3101  -5.6509
H  21.5399  -5.2830  -6.3844
H  26.7876  8.5485  -11.8698
H  29.0616  5.1151  -13.4601
H  23.4661  2.7185  -6.4112
H  17.5505  -6.6572  -11.4759
H  30.4713  1.6452  -14.5791
H  23.5589  -4.1581  -16.2295
H  21.9816  1.4421  -2.2520
H  25.9817  3.7377  -7.3305
H  21.9278  -1.9940  -7.3323
H  27.6034  3.8176  -6.5016
H  23.3049  -0.4547  -14.2672
H  24.1187  2.9503  -13.0503
H  26.3974  9.1244  -7.2600
H  24.3797  4.5971  -11.3501
H  17.9706  0.4062  -10.1594
H  20.5134  -2.2953  -11.8918
H  20.5493  -2.2094  -14.9024
H  26.5791  -1.2675  -0.9990
H  23.3679  5.3335  -12.9008
H  27.5847  -1.3404  -4.4412
H  22.7072  -2.2337  -10.7716
H  31.9780  6.3096  -14.1429
H  23.5938  -0.6873  -6.3917
H  17.7495  -1.3943  -6.0597
H  18.6032  -4.3260  -9.3137
H  22.6968  -5.4146  -16.6982
H  16.5870  -0.4617  -10.1378

Winner for stability: (P)